[1]
# C5H10N2O

C5H10N2O as an isolated structure in a non-equilibrium geometry (ωB97M-V with the def2-TZVPD basis set, OMol25).

Relative energy (zero: lowest compared OMol25 entry of this formula, charge and spin) = 408.2 kJ/mol
Energy = -10371.0744 eV
HOMO-LUMO gap = 0.24385 Ha
Max |F| = 2.09 eV/Å

Cartesian coordinates (Å):
C: -0.555 0.737 -0.010
C: -2.047 0.589 0.231
N: -0.157 0.273 -1.353
C: 1.184 0.205 -1.528
N: 1.824 0.211 -0.136
C: 0.328 -0.110 0.922
C: 0.064 -1.494 0.863
O: 1.842 -0.013 -2.502
H: -0.577 -0.688 -1.504
H: -0.284 1.799 0.082
H: 2.147 1.128 0.144
H: 2.583 -0.480 -0.137
H: 0.590 0.392 1.860
H: -2.615 1.149 -0.516
H: -2.290 0.936 1.236
H: -2.357 -0.453 0.140
H: 0.707 -2.264 0.450
H: -0.386 -1.916 1.756

=====

[2]
# C4H9N2P

C4H9N2P in the gas phase in a non-equilibrium geometry (ωB97M-V with the def2-TZVPD basis set, OMol25).

Relative energy (zero: lowest compared OMol25 entry of this formula, charge and spin) = 323.9 kJ/mol
Energy = -16559.5295 eV
HOMO-LUMO gap = 0.28446 Ha
Max |F| = 3.29 eV/Å
Structure (SMILES) = CP1(C)=CN=NC1

Cartesian coordinates (Å):
C: -1.849 0.592 1.163
C: -1.578 -0.678 -0.963
C: 0.693 1.423 -0.594
C: 0.629 -1.123 0.848
N: -3.027 0.177 0.558
N: -2.950 -0.337 -0.603
P: -0.427 0.203 0.214
H: -1.974 1.028 2.191
H: -1.315 -1.779 -0.632
H: -1.442 -0.622 -2.119
H: 1.088 0.903 -1.553
H: 0.014 2.162 -1.033
H: 1.483 1.602 0.095
H: 1.595 -1.142 0.506
H: 0.739 -1.128 1.936
H: 0.324 -2.167 0.495

=====

[3]
# C13H8Br2Cl2FeN2O6

C13H8Br2Cl2FeN2O6 as an isolated structure (ωB97M-V with the def2-TZVPD basis set, OMol25).

Charge = +1
Energy = -228387.8827 eV
2S+1 = 6
<S²> = 8.794
HOMO-LUMO gap (spin up / spin down) = 0.28168 / 0.20100 Ha
Max |F| = 0.12 eV/Å

Cartesian coordinates (Å):
Fe: 0.223 -0.037 -0.303
Br: 0.662 0.932 2.339
C: -1.023 0.020 2.576
Br: -1.036 -1.641 1.579
H: -1.801 0.646 2.157
H: -1.153 -0.210 3.625
Cl: 2.470 -6.037 -3.970
C: 1.698 -4.657 -3.352
C: 0.478 -4.243 -3.885
C: -0.144 -3.125 -3.381
Cl: -1.623 -2.592 -4.001
C: 0.447 -2.357 -2.291
O: -0.137 -1.353 -1.847
C: 1.719 -2.830 -1.774
C: 2.417 -2.132 -0.699
O: 2.026 -1.131 -0.115
C: 2.314 -3.945 -2.300
H: 0.024 -4.800 -4.692
H: 3.387 -2.561 -0.410
H: 3.264 -4.298 -1.918
O: -1.537 5.237 -2.065
C: -0.265 5.088 -2.385
O: 0.376 5.933 -2.952
C: 0.402 3.800 -2.009
C: 1.732 3.562 -2.281
N: 2.022 2.334 -1.826
N: 0.956 1.746 -1.269
C: -0.036 2.626 -1.372
C: -1.363 2.228 -0.793
O: -2.305 2.996 -0.836
O: -1.382 1.042 -0.272
H: -1.903 4.445 -1.600
H: 2.459 4.198 -2.759
H: 2.911 1.865 -1.846